{"formula": "C30H75BF4N5O10", "method": "ωB97M-V/def2-TZVPD", "homo_lumo_gap_ev": 8.481, "charge": -1, "multiplicity": 1, "lumo_ev": 2.062, "elements": ["B", "F", "F", "F", "F", "C", "O", "C", "C", "N", "C", "C", "O", "C", "H", "H", "H", "H", "H", "H", "H", "H", "H", "H", "H", "H", "H", "H", "H", "C", "O", "C", "C", "N", "C", "C", "O", "C", "H", "H", "H", "H", "H", "H", "H", "H", "H", "H", "H", "H", "H", "H", "H", "C", "O", "C", "C", "N", "C", "C", "O", "C", "H", "H", "H", "H", "H", "H", "H", "H", "H", "H", "H", "H", "H", "H", "H", "C", "O", "C", "C", "N", "C", "C", "O", "C", "H", "H", "H", "H", "H", "H", "H", "H", "H", "H", "H", "H", "H", "H", "H", "C", "O", "C", "C", "N", "C", "C", "O", "C", "H", "H", "H", "H", "H", "H", "H", "H", "H", "H", "H", "H", "H", "H", "H"], "positions_angstrom": [[-3.28, 0.29, 0.82], [-2.08, -0.29, 0.21], [-4.04, 0.84, -0.17], [-3.91, -0.63, 1.59], [-2.81, 1.37, 1.50], [-1.19, -5.76, -9.77], [-1.36, -4.52, -9.47], [-1.60, -4.29, -8.13], [-1.21, -2.87, -7.64], [-1.44, -2.71, -6.19], [-0.85, -1.51, -5.65], [-1.32, -1.23, -4.34], [-1.00, -0.05, -3.93], [-1.55, 0.23, -2.62], [-1.84, -6.58, -9.56], [-0.22, -5.89, -9.48], [-1.19, -5.67, -10.89], [-1.30, -5.08, -7.29], [-2.51, -4.19, -7.83], [-1.73, -2.19, -8.29], [-0.14, -2.72, -7.84], [-0.86, -3.56, -5.94], [-1.20, -0.73, -6.15], [0.32, -1.54, -5.77], [-0.77, -1.92, -3.60], [-2.42, -1.48, -4.41], [-2.69, 0.37, -2.68], [-0.93, 0.98, -2.33], [-1.29, -0.61, -1.99], [-2.56, -3.46, -1.19], [-1.69, -4.27, -0.86], [-0.48, -3.62, -0.51], [0.48, -4.73, -0.36], [1.84, -4.19, 0.07], [2.77, -5.20, 0.31], [4.16, -4.52, 0.77], [5.07, -5.61, 0.73], [6.43, -5.01, 0.88], [-2.46, -3.01, -2.12], [-3.06, -2.79, -0.50], [-3.26, -3.91, -1.24], [-0.91, -3.05, 0.37], [-0.08, -2.90, -1.30], [0.50, -5.60, -1.18], [0.06, -5.50, 0.37], [1.65, -3.63, 0.95], [3.06, -6.05, -0.41], [2.28, -5.83, 1.02], [3.93, -4.06, 1.74], [4.31, -3.97, -0.01], [6.33, -4.35, 1.79], [6.52, -4.51, -0.07], [7.16, -5.94, 0.82], [-3.43, 5.59, -2.24], [-4.08, 5.47, -1.09], [-4.88, 4.31, -1.11], [-5.40, 4.12, 0.32], [-6.18, 2.83, 0.36], [-6.53, 2.38, 1.72], [-7.18, 1.00, 1.54], [-7.80, 0.59, 2.71], [-6.86, -0.24, 3.49], [-4.07, 5.90, -3.00], [-2.99, 4.67, -2.64], [-2.79, 6.44, -2.21], [-4.26, 3.52, -1.34], [-5.68, 4.27, -1.83], [-6.11, 4.98, 0.68], [-4.30, 4.19, 0.77], [-5.68, 2.10, 0.21], [-7.12, 2.95, 2.35], [-5.61, 2.38, 2.35], [-6.51, 0.34, 1.13], [-7.98, 1.23, 0.77], [-6.51, -1.23, 3.09], [-7.14, -0.41, 4.48], [-5.94, 0.25, 3.74], [8.05, 5.05, 6.25], [7.23, 4.18, 5.89], [5.81, 4.52, 5.85], [5.13, 3.30, 5.20], [3.73, 3.70, 5.00], [2.98, 2.67, 4.13], [1.71, 3.34, 3.70], [1.04, 2.33, 2.92], [-0.02, 2.76, 2.14], [7.45, 5.38, 7.30], [8.01, 5.97, 5.80], [9.11, 4.85, 6.56], [5.44, 5.33, 5.43], [5.30, 4.65, 6.76], [4.99, 2.37, 5.82], [5.45, 3.01, 4.16], [3.48, 4.58, 4.54], [2.83, 1.63, 4.54], [3.48, 2.40, 3.19], [2.11, 4.02, 2.98], [1.09, 3.56, 4.42], [-0.20, 2.10, 1.41], [0.21, 3.84, 1.55], [-1.04, 3.15, 2.64], [3.81, 4.14, -1.24], [3.42, 2.93, -1.18], [3.34, 2.25, 0.19], [2.58, 0.95, -0.08], [2.35, 0.37, 1.28], [1.60, -0.82, 1.20], [0.95, -1.13, 2.49], [0.74, -2.54, 2.64], [-0.53, -2.89, 3.35], [3.28, 4.77, -0.50], [3.98, 4.54, -2.24], [4.84, 4.21, -0.82], [2.66, 2.64, 0.79], [4.32, 2.22, 0.80], [3.22, 0.29, -0.65], [1.65, 1.16, -0.46], [1.64, 0.92, 1.86], [2.16, -1.63, 0.77], [0.71, -0.78, 0.61], [0.12, -0.59, 2.84], [1.75, -0.87, 3.17], [-0.77, -3.91, 3.56], [-1.18, -2.57, 2.76], [-0.63, -2.37, 4.22]]}